[1]
Below is a molecular structure, C11H16I2N3Ni, with properties calculated with ωB97M-V with the def2-TZVPD basis set.

Summary:
2S+1 = 3
Net charge = +1
DFT total energy = -2696.4243 Ha

XYZ file:
```
33
Properties=species:S:1:pos:R:3:forces:R:3:nbo_charge:R:1
Ni -0.541643 0.865299 -0.236293 0.5 1.4 -0.3 1.161
N 1.091168 1.271326 -1.388131 -0.1 1.0 0.1 -0.889
C 2.299369 0.649800 -0.796153 1.3 0.9 -1.6 -0.228
C 2.539281 1.084152 0.645257 2.0 3.0 -1.1 -0.440
C 1.595749 0.652808 1.696352 -1.1 -0.8 0.1 -0.237
N 0.248181 1.271617 1.598768 -0.1 -0.3 -0.5 -0.885
H 0.999048 0.889560 -2.315889 -0.3 -0.2 -0.4 0.399
H 1.249449 2.289252 -1.563035 -0.1 -1.0 0.4 0.397
H 3.143395 0.996212 -1.527964 -0.9 -0.8 1.8 0.212
H 2.215277 -0.438941 -0.897003 -0.1 0.3 0.2 0.224
H 2.709506 2.241329 0.668629 -0.5 -1.7 -0.1 0.203
H 3.555493 0.741969 0.888717 -0.4 -0.2 0.2 0.261
H 2.006764 0.767114 2.682855 0.2 0.1 0.4 0.218
H 1.452854 -0.385018 1.475786 -0.3 -0.9 0.5 0.220
H 0.337713 2.249635 1.713945 0.3 1.5 -0.1 0.387
H -0.411071 1.052854 2.338301 0.3 -0.8 0.2 0.405
I -2.858927 1.918455 -0.997655 -0.5 0.4 -0.1 0.202
C -2.635668 3.996257 -0.447938 2.6 -2.0 -1.4 -0.618
I -0.581922 4.485710 -0.248307 0.1 0.3 0.0 0.151
H -3.018572 4.078998 0.480024 -1.6 0.4 2.8 0.213
H -3.043429 4.575809 -1.198804 -0.9 1.1 -1.3 0.231
N -2.079872 -6.162290 -0.248906 1.0 1.0 0.6 -0.253
C -1.572998 -5.134850 -0.060315 -1.3 -1.3 -0.7 0.249
C -1.236664 -3.750586 -0.117582 2.1 0.9 -2.3 -0.174
C -0.345765 -3.272799 -1.157584 -0.9 -1.4 1.5 -0.150
C -0.024954 -1.937361 -1.238235 0.0 0.3 0.6 -0.216
C -0.621480 -0.991321 -0.349926 -0.5 -2.0 -0.7 -0.451
C -1.537115 -1.470163 0.593124 1.7 0.1 -0.7 -0.288
C -1.730841 -2.836540 0.740365 -0.7 0.7 1.0 -0.145
H 0.104870 -4.103180 -1.689971 0.2 0.6 -0.6 0.233
H 0.780076 -1.644031 -1.912124 -0.3 0.0 -0.1 0.189
H -1.881430 -0.719503 1.284353 -0.7 -0.3 0.5 0.193
H -2.205846 -3.231575 1.585344 -1.2 -0.2 1.1 0.225
```
Forces are in eV/Å.



[2]
Below is 7 unconnected molecules or ions with the total composition C30H50BrN10, with properties calculated with ωB97M-V with the def2-TZVPD basis set.

Summary:
Net charge = +1
DFT total energy = -4294.3449 Ha

XYZ file:
```
91
Properties=species:S:1:pos:R:3:forces:R:3:lowdin_charge:R:1
C 3.547107 -0.704135 3.610666 0.1 -0.5 -0.8 -0.081
C 4.715908 -0.347306 2.668766 0.3 0.6 1.1 -0.223
N 4.361374 0.597297 1.589201 -0.9 -1.0 0.3 0.043
C 3.489263 0.112770 0.624053 0.8 0.6 0.8 -0.248
N 3.380559 -1.195914 0.551486 -0.4 0.2 -0.6 0.117
N 2.543669 -1.607782 -0.389493 0.2 -0.5 0.1 -0.415
Br 2.474628 -3.476855 -0.489620 0.1 0.3 -0.1 0.980
C 1.800841 -0.874897 -1.192873 -0.9 0.5 -0.7 -0.217
C 0.860184 -1.545521 -2.133687 0.3 -0.6 0.0 -0.066
C 1.896001 0.550626 -1.128435 0.7 -0.4 0.6 -0.069
C 1.066948 1.458549 -1.986055 0.2 0.7 0.4 -0.107
C 0.075900 2.318410 -1.179484 -0.7 -0.7 -0.5 -0.151
C -0.974937 1.461307 -0.438284 -0.3 1.3 0.6 -0.324
C -2.292608 2.280910 -0.358740 0.1 -0.4 0.3 -0.049
C -0.498771 1.185562 1.003861 0.5 -0.6 -0.8 -0.163
C -1.036665 -0.099735 1.626274 -0.4 0.5 0.6 -0.180
C -2.529065 -0.256184 1.585758 0.0 -0.5 -0.4 -0.094
C -3.210207 -1.136429 0.844835 0.2 0.1 0.2 -0.327
C -2.581281 -1.953168 -0.264026 -0.4 0.2 0.3 -0.079
C -4.665469 -1.375991 1.119671 -0.1 0.3 -0.1 -0.061
C 2.801504 1.050206 -0.211148 0.0 -0.3 -0.2 -0.056
C 3.082852 2.527416 -0.071778 0.2 -0.1 -0.8 -0.200
N 4.498727 2.914699 -0.119987 -0.3 0.0 0.5 0.036
H 2.675466 -0.080854 3.420432 -0.1 0.1 0.1 0.043
H 3.264280 -1.739996 3.436195 -0.2 -0.1 0.2 0.053
H 3.838777 -0.598554 4.647230 0.0 0.0 0.2 0.075
H 5.441687 0.181886 3.281679 0.2 0.1 -0.2 0.113
H 5.234647 -1.225888 2.309903 -0.1 -0.1 -0.4 0.095
H 3.926963 1.389703 2.049193 0.3 0.4 -0.3 0.131
H 0.150404 -2.160718 -1.583034 -0.2 0.1 0.1 0.063
H 1.385333 -2.228746 -2.798051 0.1 0.0 -0.1 0.069
H 0.324775 -0.857843 -2.763971 -0.1 0.1 0.0 0.072
H 0.490137 0.948148 -2.743424 0.1 -0.2 -0.1 0.110
H 1.755252 2.119723 -2.515222 0.0 0.0 -0.1 0.135
H 0.542532 2.996354 -0.473556 0.2 0.1 0.1 0.110
H -0.441193 2.935733 -1.910437 0.1 0.1 -0.1 0.071
H -1.174276 0.551399 -1.002844 0.2 -0.3 0.1 0.117
H -3.070326 1.879313 -1.002138 0.0 0.2 -0.3 0.083
H -2.086781 3.322606 -0.584417 -0.1 0.1 -0.3 0.063
H -2.693453 2.274684 0.651233 -0.1 -0.2 0.1 0.066
H 0.590748 1.107061 0.999654 0.0 0.0 0.2 0.085
H -0.729558 2.064679 1.601136 -0.1 0.0 0.2 0.125
H -0.764062 -0.073564 2.683590 0.1 0.0 0.0 0.076
H -0.546187 -0.986584 1.229077 0.1 0.0 -0.4 0.093
H -3.095734 0.384537 2.252339 0.0 -0.1 0.2 0.114
H -2.462480 -1.321221 -1.144851 0.2 0.0 -0.1 0.078
H -1.629487 -2.367768 0.048828 0.2 -0.1 -0.2 0.037
H -3.245954 -2.763821 -0.547924 0.0 -0.2 0.1 0.061
H -5.076761 -0.529199 1.665129 -0.2 0.0 0.0 0.076
H -5.255882 -1.542046 0.220020 0.0 0.1 -0.1 0.078
H -4.797695 -2.257235 1.746374 0.1 -0.2 0.0 0.085
H 2.563009 2.922376 0.802790 0.1 0.0 0.2 0.139
H 2.604038 3.000692 -0.919153 -0.2 0.2 0.0 0.096
H 5.109001 2.120599 -0.253584 0.0 0.0 -0.1 0.069
H 4.759028 3.306204 0.775039 0.2 0.1 -0.1 0.073
C 5.663467 -4.840116 1.735847 0.0 -0.1 -0.3 -0.071
C 5.526400 -4.378752 3.108395 0.1 0.0 0.0 -0.282
N 5.418186 -3.998853 4.184963 -0.1 0.1 0.1 0.141
H 5.491923 -5.912739 1.658035 0.0 0.0 0.1 0.087
H 4.938907 -4.329955 1.104485 0.0 0.1 0.0 0.023
H 6.659152 -4.635117 1.346020 0.0 0.1 0.1 0.089
C 0.315057 -4.970713 2.195672 0.3 0.0 0.2 -0.074
C -0.997531 -4.931978 1.570036 0.0 0.0 0.0 -0.264
N -2.021969 -4.903315 1.055067 0.0 0.0 -0.1 0.157
H 0.418963 -4.189656 2.947882 -0.1 0.1 0.0 0.084
H 0.497071 -5.927145 2.683234 -0.1 0.0 -0.1 0.091
H 1.083630 -4.817570 1.440084 -0.1 0.0 0.1 -0.008
C -0.600706 -1.218546 6.319565 -0.2 -0.3 0.2 -0.060
C 0.019694 -0.199117 5.488880 0.0 0.0 0.1 -0.265
N 0.508864 0.608921 4.837993 0.0 0.0 -0.1 0.142
H -1.404800 -1.719959 5.782585 0.0 0.1 -0.1 0.084
H 0.126925 -1.971090 6.619326 0.1 0.1 0.0 0.085
H -1.021622 -0.779397 7.222355 0.0 0.1 0.0 0.089
C -3.837124 5.793404 -2.770500 -0.4 0.2 0.0 -0.073
C -2.709153 4.936476 -3.089013 0.0 0.0 0.0 -0.266
N -1.818938 4.256959 -3.340880 0.0 0.0 0.0 0.134
H -3.506704 6.709393 -2.283050 0.1 0.0 0.0 0.089
H -4.388877 6.079784 -3.673894 0.3 -0.2 0.3 0.015
H -4.529661 5.288929 -2.096815 0.1 -0.1 0.0 0.086
C -1.858110 -4.539132 -3.068801 -0.2 -0.2 0.2 -0.052
C -1.094640 -3.666187 -3.949782 -0.1 -0.1 0.0 -0.270
N -0.492370 -2.976212 -4.641583 0.1 0.0 0.1 0.144
H -2.730733 -4.939574 -3.581807 0.0 0.1 -0.1 0.091
H -1.252617 -5.379340 -2.732485 0.1 0.0 -0.1 0.086
H -2.205286 -4.000507 -2.186751 0.1 0.1 -0.1 0.053
C -5.043823 6.720041 -7.589689 0.0 -0.1 -0.4 -0.060
C -5.207999 7.006625 -6.174383 0.0 0.0 0.0 -0.242
N -5.337666 7.237490 -5.058067 -0.1 0.1 -0.2 0.139
H -5.201886 5.662053 -7.791989 0.0 0.0 0.1 0.086
H -5.757243 7.287557 -8.184761 0.0 0.0 0.1 0.087
H -4.041494 6.981825 -7.924343 0.0 0.0 0.1 0.086
```
Forces are in eV/Å.



[3]
Below is a molecular structure, C3H7FN3O4, with properties calculated with ωB97M-V with the def2-TZVPD basis set.

Summary:
Net charge = -1
DFT total energy = -683.3506 Ha

XYZ file:
```
18
Properties=species:S:1:pos:R:3:forces:R:3:nbo_charge:R:1
C -0.285620 -0.683222 0.058385 2.2 -1.7 -0.3 0.498
H -0.096171 1.093740 1.225156 0.0 -0.1 -0.3 0.255
F 0.803531 -1.390658 -1.347681 -0.5 1.1 0.6 -0.699
C 0.071623 0.800206 0.182640 0.4 -0.4 0.3 -0.176
N 0.313345 -1.556336 1.205896 -2.1 1.9 -3.1 0.345
O 1.342272 -1.126809 1.829375 -0.3 0.2 0.0 -0.604
O 0.007895 -2.787059 1.080168 -0.3 0.1 0.6 -0.592
N -1.507412 -1.064709 -0.463308 -0.2 0.4 -0.5 -0.868
H -1.621443 -2.058101 -0.260563 0.1 0.0 -0.6 0.424
H -1.710426 -0.727412 -1.446731 0.8 -0.9 1.8 0.420
N -0.936273 1.613576 -0.586712 -0.1 0.0 0.1 0.543
O -1.725784 2.277763 0.054278 0.0 0.1 0.1 -0.391
O -0.901820 1.576577 -1.797146 0.0 -0.1 -0.2 -0.389
C 1.482943 1.152597 -0.228825 0.4 0.0 -0.7 -0.625
H 2.161616 0.596267 0.430224 -0.2 0.2 -0.2 0.272
H 1.683551 0.855610 -1.267072 -0.2 -0.1 0.4 0.255
H 1.641405 2.236466 -0.148084 0.0 -0.2 0.2 0.190
H -0.723233 -0.808496 1.480003 0.0 -0.7 1.8 0.141
```
Forces are in eV/Å.



[4]
Below is a molecular structure, C2H5N2S, with properties calculated with ωB97M-V with the def2-TZVPD basis set.

Summary:
Net charge = +1
DFT total energy = -586.6271 Ha

XYZ file:
```
10
Properties=species:S:1:pos:R:3:forces:R:3:nbo_charge:R:1
C 0.073769 0.459585 0.364029 -2.0 -0.5 0.1 0.382
C -0.962416 -0.851199 -0.903498 1.5 1.3 -3.5 -0.309
N 0.399942 -0.470545 -0.505922 2.6 0.4 0.8 -0.554
N 0.788498 1.186999 1.158297 3.0 -1.9 -2.5 -0.718
S -1.679954 0.328504 0.249840 0.5 0.5 0.0 0.385
H -1.033243 -0.598484 -2.026540 -0.6 -0.5 1.8 0.255
H -1.131140 -1.842072 -0.677107 -0.8 -2.1 0.3 0.237
H 1.423703 -0.796872 -0.614609 -2.6 0.1 -0.4 0.452
H 1.797543 0.947694 1.096116 -0.9 1.0 0.9 0.433
H 0.323298 1.636390 1.859394 -0.7 1.7 2.4 0.437
```
Forces are in eV/Å.



- Among the records above, which one has the highest DFT total energy?
  C2H5N2S